1:
21
Properties=species:S:1:pos:R:3:lowdin_charge:R:1 method="wB97M-V/def2-TZVPD" smiles="CCCC(=O)O[C@](N)(O)C#N" total_charge=0 lumo_ev=0.61
N -2.31 0.58 -1.48 0.117
O -1.29 -0.43 0.38 0.055
H 2.92 -0.45 1.62 0.101
N -4.26 -1.67 0.09 0.175
H 4.05 -0.09 -0.72 0.115
H 2.74 -1.38 -0.72 0.061
C -0.09 0.17 0.30 -0.430
O -0.05 1.38 -0.02 0.079
H -1.72 1.42 -1.60 0.096
H 2.55 1.05 1.02 0.090
H -1.85 -0.21 -1.92 0.091
C 0.97 -0.66 0.82 -0.082
H 0.62 -1.01 1.76 0.126
C 2.92 -0.34 -0.57 -0.104
H 1.09 -1.56 0.24 0.120
H -2.54 2.12 0.45 0.066
H 2.49 0.25 -1.26 0.030
O -2.68 1.33 0.85 0.120
C -3.54 -0.80 -0.02 -0.095
C -2.44 0.27 -0.03 -0.538
C 2.40 0.03 0.80 -0.192

2:
21
Properties=species:S:1:pos:R:3:lowdin_charge:R:1 method="wB97M-V/def2-TZVPD" smiles="O=NN1CCC(C(=O)O)CC1" total_charge=0 lumo_ev=0.25
H 0.07 3.38 0.31 0.179
N -1.58 -2.65 -0.38 -0.045
O -2.72 -2.43 -0.57 -0.007
C 0.43 -1.79 0.29 -0.202
H 0.00 -2.54 1.06 0.128
H 0.23 0.82 -1.59 0.173
H -2.08 -0.29 0.40 0.154
H 1.08 -2.46 -0.33 0.126
C -1.48 -0.34 -0.57 -0.225
H 1.51 -0.86 1.70 0.132
H -0.18 1.18 1.34 0.096
C 1.58 2.01 0.23 -0.441
C -0.58 0.87 -0.72 -0.150
N -0.70 -1.52 -0.52 -0.171
C 0.39 0.88 0.53 -0.187
O 2.73 1.85 -0.12 0.105
H 2.17 -0.36 0.07 0.132
H -2.01 -0.33 -1.61 0.160
O 1.07 3.22 0.61 0.042
H -1.10 1.85 -0.80 0.111
C 1.18 -0.48 0.67 -0.111

If we sort the structures by their calculated energies, the order from most to least stable is 1, 2.

1:
15
Properties=species:S:1:pos:R:3:lowdin_charge:R:1 method="wB97M-V/def2-TZVPD" smiles="CC(C)(C=O)NF" total_charge=0 lumo_ev=0.55
C -0.01 0.00 -0.09 -0.590
N -0.60 -0.76 -1.22 0.064
H 1.94 -0.92 -0.33 0.099
H 0.32 -0.83 1.84 0.090
H -1.65 -0.69 -1.22 0.139
O -1.60 1.79 -0.23 0.101
C 1.46 0.11 -0.38 -0.079
C -0.55 -0.51 1.25 -0.018
H 1.82 0.84 0.46 0.113
H -1.26 -1.30 1.06 0.074
C -0.46 1.49 -0.15 -0.237
H -1.18 0.33 1.72 0.106
F -0.31 -2.22 -1.03 -0.126
H 1.59 0.52 -1.45 0.118
H 0.49 2.16 -0.25 0.146

2:
15
Properties=species:S:1:pos:R:3:lowdin_charge:R:1 method="wB97M-V/def2-TZVPD" smiles="FC1=NCCO1.C" total_charge=0 lumo_ev=0.86
C 1.09 0.33 -1.02 -0.478
C 0.99 -0.32 1.02 -0.179
H 1.68 -2.34 0.15 0.105
H 0.04 -0.90 1.30 0.126
H -2.02 0.32 0.29 -0.026
H 2.89 -1.09 0.56 0.105
H -2.75 1.99 0.18 0.025
C -2.72 0.97 -0.16 -0.034
H -3.66 0.58 -0.01 -0.012
O 1.81 -0.82 -1.16 0.032
N 0.58 0.59 0.06 0.103
F 1.05 1.04 -2.12 0.169
H 1.50 0.13 1.95 0.136
H -2.40 0.83 -1.21 0.029
C 1.92 -1.32 0.17 -0.102

If we sort the structures by their calculated energies, the order from most to least stable is 2, 1.

1:
10
Properties=species:S:1:pos:R:3:lowdin_charge:R:1 method="wB97M-V/def2-TZVPD" total_charge=0 lumo_ev="-0.62 / -0.98"
H 1.87 -0.06 -0.35 0.131
C -0.03 0.99 0.12 -0.153
H 0.53 1.96 0.41 0.156
H 0.48 -1.61 -1.36 0.080
N 0.34 -1.48 -0.30 -0.483
F -2.44 1.55 -0.09 0.050
H 1.07 -0.24 1.17 0.078
C 0.89 -0.17 0.16 -0.310
C -1.34 0.86 0.20 -0.152
S -1.37 -1.81 0.05 0.602

2:
10
Properties=species:S:1:pos:R:3:lowdin_charge:R:1 method="wB97M-V/def2-TZVPD" total_charge=0 lumo_ev=-0.61
S -1.46 -1.31 -0.05 0.626
N -0.44 1.27 0.11 -0.030
C -1.45 0.55 0.13 -0.479
H 1.01 -1.31 0.38 0.062
C 0.86 0.91 0.14 -0.185
F 2.76 -0.46 -0.15 -0.013
H -2.44 0.95 0.36 0.064
H -1.85 -2.19 -1.18 -0.066
H 1.55 1.89 0.05 0.157
C 1.45 -0.30 0.21 -0.136

If we sort the structures by their calculated energies, the order from most to least stable is 2, 1.

1:
13
Properties=species:S:1:pos:R:3:lowdin_charge:R:1 method="wB97M-V/def2-TZVPD" smiles="CC(=O)N(S)NS" total_charge=0 lumo_ev=0.47
S -2.08 -1.42 0.31 0.785
H -0.18 0.87 -2.18 -0.130
O -0.75 0.39 1.95 0.000
N 0.21 -0.91 -1.03 -0.527
C 1.17 0.89 0.61 0.003
N -0.42 -0.84 0.16 -0.505
H 0.67 -1.80 -1.25 0.090
H 1.91 0.17 0.53 0.068
H -2.23 -0.26 0.99 -0.109
H 1.38 1.50 1.54 0.117
C -0.07 0.21 0.95 -0.604
S -0.66 -0.39 -2.39 0.729
H 1.04 1.61 -0.18 0.083

2:
13
Properties=species:S:1:pos:R:3:lowdin_charge:R:1 method="wB97M-V/def2-TZVPD" smiles="O/N=C(/CS)NS" total_charge=0 lumo_ev=0.63
H -1.20 2.20 -1.03 -0.154
N 0.56 0.95 -0.35 -0.347
H -0.34 -1.79 1.49 0.093
H -1.07 -0.19 1.64 0.051
S -0.60 2.12 0.14 0.786
H 1.47 1.29 -0.46 0.048
H 3.45 -1.13 -0.37 0.105
H -1.77 -0.25 -1.09 -0.164
C -0.59 -0.85 0.89 -0.535
S -1.82 -1.41 -0.37 0.684
N 1.68 -1.08 0.26 0.022
C 0.67 -0.30 0.30 -0.518
O 2.74 -0.46 -0.37 -0.072

If we sort the structures by their calculated energies, the order from most to least stable is 2, 1.

1:
13
Properties=species:S:1:pos:R:3:lowdin_charge:R:1 method="wB97M-V/def2-TZVPD" smiles="C=C(Br)C(O)O.Br" total_charge=0 lumo_ev=0.51
H 1.13 -0.07 1.51 0.111
C -0.52 0.38 -0.55 -0.557
C -0.52 -0.79 0.38 -0.647
H 0.43 0.47 -2.26 0.033
O -1.71 0.69 -1.03 -0.009
H -2.28 -0.16 -0.96 0.022
H 0.50 -1.71 2.11 0.076
O 0.46 -0.03 -1.53 -0.036
H -0.05 1.21 -0.04 0.153
H 2.35 -0.25 -1.05 -0.376
C 0.32 -0.94 1.36 -0.017
Br -1.84 -2.07 -0.18 0.838
Br 3.55 -0.01 -0.49 0.409

2:
13
Properties=species:S:1:pos:R:3:lowdin_charge:R:1 method="wB97M-V/def2-TZVPD" total_charge=0 lumo_ev="-2.25 / -1.78"
O 2.29 0.46 0.15 -0.038
Br 0.53 0.97 3.08 -0.046
Br 1.29 -2.06 1.03 0.847
H -1.58 -1.65 0.61 0.095
C -1.22 -0.61 0.66 -0.150
O 0.81 0.24 -1.53 0.015
C 0.97 0.55 -0.14 -0.562
H 3.01 0.99 -0.15 0.121
C 0.22 -0.54 0.64 -0.640
H 0.91 -0.66 -1.77 0.071
H 0.40 1.42 -0.08 0.131
H -1.71 -0.16 1.54 0.085
H -1.69 -0.15 -0.14 0.070

If we sort the structures by their calculated energies, the order from most to least stable is 1, 2.

1:
16
Properties=species:S:1:pos:R:3:lowdin_charge:R:1 method="wB97M-V/def2-TZVPD" total_charge=+1 lumo_ev=-3.44
H -0.89 0.96 3.24 0.169
H 0.32 -2.08 -3.13 -0.190
C -0.69 -0.20 1.46 -0.213
H -1.73 -0.52 1.58 0.124
H 0.29 1.52 2.21 0.092
C -0.30 0.12 0.02 -0.595
H -0.11 -0.93 1.99 0.131
S 0.54 -0.95 -2.50 0.383
S -0.88 -1.23 -1.02 0.475
H 2.47 2.44 3.18 0.087
H -1.38 1.72 1.87 0.164
H 0.79 0.09 -0.02 0.067
H 1.87 3.17 1.96 0.078
O 1.75 2.40 2.53 -0.034
N -0.66 1.11 2.26 0.176
H -0.69 1.08 -0.30 0.086

2:
16
Properties=species:S:1:pos:R:3:lowdin_charge:R:1 method="wB97M-V/def2-TZVPD" total_charge=+1 lumo_ev=-3.71
C -0.66 1.03 1.31 -0.162
H -0.23 2.04 1.34 0.135
H -2.65 0.80 0.42 0.108
H -0.24 0.34 -0.78 0.053
H 3.59 0.16 -0.91 -0.182
S 2.38 -0.14 -1.36 0.336
S 1.57 -0.88 0.28 0.400
H -4.02 -1.27 -0.42 0.108
N -2.21 1.25 1.28 0.138
C -0.15 0.00 0.27 -0.489
H -2.74 0.71 2.08 0.205
H -2.37 2.30 1.46 0.195
H -4.20 0.08 -1.25 0.048
O -3.59 -0.42 -0.73 -0.054
H -0.57 0.51 2.23 0.094
H -0.71 -0.96 0.43 0.067

If we sort the structures by their calculated energies, the order from most to least stable is 1, 2.